# 1
Molecular formula: C36H61BrClFINO21P
Method: DFT, ωB97M-V with the def2-TZVPD basis set

```
124
Properties=species:S:1:pos:R:3:mulliken_charge:R:1
C -0.552 2.080 1.792 -0.724
C -0.384 3.187 0.673 -0.282
C -1.650 3.226 -0.231 0.142
C -1.578 4.255 -1.428 -0.859
C -0.439 3.855 -2.431 -0.662
C -0.946 3.220 -3.768 -1.204
C -1.861 1.978 -3.547 0.903
C -1.191 0.588 -3.798 -1.026
I 0.093 0.440 -1.977 -0.253
O -0.190 0.651 -4.795 -0.293
P 0.246 -0.929 -5.363 1.140
N 1.792 -0.167 -5.940 -0.987
Cl -0.433 -0.605 -7.451 -0.465
C 0.636 -2.734 -5.943 -1.112
C 2.067 -3.213 -5.579 0.655
C 2.193 -3.722 -4.091 -0.981
F 2.315 -4.384 -6.381 -0.424
O -1.239 -1.568 -4.785 -0.056
C -2.137 -0.668 -4.089 2.098
C -3.165 -0.362 -5.245 -1.763
O -4.513 -0.773 -4.958 0.064
C -5.002 -1.717 -5.919 -0.334
C -6.249 -2.511 -5.312 -1.363
C -2.561 -1.580 -2.889 -0.874
Br -3.044 -3.371 -3.679 -0.205
C -3.804 -1.143 -2.044 -0.516
C -4.223 0.357 -2.106 -0.502
H -1.431 2.250 2.438 0.373
H 0.384 2.128 2.389 0.164
H -0.548 1.065 1.330 0.017
H 0.546 2.904 0.129 0.194
H -0.212 4.173 1.158 0.313
H -2.519 3.488 0.424 0.424
H -1.832 2.189 -0.584 -0.339
H -1.526 5.296 -1.055 0.420
H -2.552 4.122 -1.964 0.371
H 0.079 4.808 -2.717 0.383
H 0.336 3.248 -1.924 0.256
H -0.066 3.070 -4.424 0.248
H -1.564 4.005 -4.272 0.438
H -2.171 1.974 -2.479 -0.794
H -2.810 2.139 -4.112 0.416
H 1.063 -1.295 -4.232 -0.350
H 1.954 -0.586 -6.855 0.274
H 1.648 0.826 -6.107 0.201
H 0.380 -2.879 -7.008 0.434
H -0.066 -3.393 -5.374 0.149
H 2.878 -2.509 -5.837 0.226
H 3.121 -3.280 -3.669 0.215
H 2.251 -4.834 -4.083 0.423
H 1.306 -3.391 -3.517 0.140
H -2.845 -0.906 -6.161 0.673
H -3.200 0.712 -5.542 0.045
H -4.257 -2.512 -6.151 0.450
H -5.335 -1.172 -6.831 0.407
H -6.478 -2.215 -4.271 0.318
H -6.031 -3.602 -5.329 0.330
H -7.134 -2.366 -5.971 0.321
H -1.731 -1.818 -2.200 0.696
H -3.602 -1.379 -0.970 0.399
H -4.684 -1.759 -2.326 0.367
H -5.280 0.418 -1.748 0.438
H -4.211 0.814 -3.112 -0.097
H -3.638 0.985 -1.398 -0.011
C -6.975 1.389 -6.081 0.433
C -8.035 0.691 -5.300 -0.050
O -8.135 1.476 -4.115 -0.371
C -7.682 2.722 -4.422 0.628
O -7.783 3.666 -3.707 -0.540
O -7.096 2.745 -5.648 -0.385
H -7.126 1.314 -7.157 0.342
H -5.975 1.023 -5.836 -0.399
H -9.005 0.695 -5.806 0.272
H -7.760 -0.335 -5.064 0.030
C 2.357 -0.584 5.511 -0.141
C 2.820 0.760 5.025 -0.150
O 1.706 1.221 4.263 -0.307
C 0.604 0.580 4.721 0.687
O -0.509 0.854 4.408 -0.534
O 0.939 -0.419 5.579 -0.278
H 2.767 -0.841 6.486 0.303
H 2.586 -1.387 4.806 -0.038
H 3.005 1.462 5.843 0.254
H 3.713 0.695 4.406 0.149
C 1.394 -2.372 1.090 -0.503
C 2.290 -2.337 2.298 0.868
O 3.177 -1.259 2.006 -0.340
C 2.541 -0.443 1.125 0.457
O 2.932 0.633 0.808 -0.568
O 1.401 -1.013 0.659 -0.052
H 0.383 -2.700 1.327 0.320
H 1.791 -3.000 0.289 0.354
H 1.748 -2.108 3.217 -1.044
H 2.840 -3.266 2.436 0.405
C -1.235 -2.006 5.456 0.032
C -1.997 -3.160 4.865 -0.465
O -0.970 -3.921 4.227 -0.352
C 0.200 -3.622 4.843 0.776
O 1.223 -4.206 4.664 -0.567
O 0.056 -2.572 5.688 -0.258
H -1.672 -1.643 6.384 0.352
H -1.134 -1.168 4.761 -0.020
H -2.475 -3.782 5.626 0.281
H -2.749 -2.842 4.145 0.333
C 7.914 2.720 5.256 -0.367
C 6.980 2.474 4.104 -0.387
O 6.251 1.324 4.535 -0.254
C 6.304 1.290 5.886 0.662
O 5.659 0.552 6.563 -0.459
O 7.183 2.201 6.369 -0.305
H 8.138 3.776 5.398 0.305
H 8.852 2.168 5.162 0.273
H 6.279 3.298 3.948 0.274
H 7.504 2.275 3.172 0.299
C 6.210 -0.305 9.958 -0.206
C 6.817 1.050 9.736 -0.035
O 7.937 1.045 10.622 -0.359
C 8.275 -0.251 10.841 0.622
O 9.264 -0.601 11.399 -0.527
O 7.338 -1.094 10.338 -0.347
H 5.739 -0.704 9.061 0.180
H 5.482 -0.311 10.774 0.264
H 7.176 1.185 8.715 0.081
H 6.133 1.861 9.980 0.325
```

Calculated values
highest occupied orbital energy = -5.15 eV
frontier orbital gap = 6.498 eV
2S+1 = 1
calculated total energy = -6816.347479 Eh
strongest force on any atom = 4.104 eV/Å
charge = -1



# 2
Molecular formula: C13H24B3BrNO4
Method: DFT, ωB97M-V with the def2-TZVPD basis set

```
46
Properties=species:S:1:pos:R:3:mulliken_charge:R:1
C 3.023 -0.907 2.080 -1.231
C 2.692 -1.566 0.733 -0.269
C 3.046 -0.695 -0.480 -0.427
C 2.236 -1.039 -1.745 -0.820
N 1.412 0.008 -2.330 -0.296
B 0.323 0.473 -1.502 0.361
O 0.456 1.595 -0.697 -0.076
B 0.002 1.415 0.594 0.105
C 0.116 2.483 1.724 -1.066
C 0.924 3.738 1.410 0.171
C 0.515 4.467 0.133 -1.102
Br 2.827 3.294 1.386 -0.188
O -0.581 0.170 0.860 -0.120
B -1.427 -0.252 -0.158 0.544
C -2.892 -0.655 0.129 0.750
C -3.473 -1.835 -0.346 -0.557
C -4.781 -2.160 -0.040 -0.580
C -5.545 -1.299 0.735 -0.479
C -4.994 -0.112 1.200 -0.658
C -3.676 0.202 0.905 -0.287
O -0.875 -0.221 -1.435 -0.571
H 3.046 0.180 2.005 0.169
H 3.972 -1.262 2.477 0.392
H 2.267 -1.168 2.820 0.308
H 3.269 -2.491 0.657 0.434
H 1.631 -1.834 0.706 0.114
H 4.101 -0.857 -0.708 0.475
H 2.939 0.364 -0.239 0.156
H 2.942 -1.367 -2.522 0.453
H 1.591 -1.899 -1.518 0.236
H 1.990 0.782 -2.637 0.260
H -0.871 2.784 2.090 0.401
H 0.584 1.965 2.568 0.403
H 0.828 4.424 2.248 0.567
H 1.128 4.153 -0.709 0.253
H -0.513 4.213 -0.132 0.237
H 0.619 5.544 0.239 0.375
H -2.893 -2.508 -0.968 0.234
H -5.207 -3.087 -0.402 0.373
H -6.568 -1.542 0.986 0.382
H -5.575 0.568 1.810 0.398
H -3.259 1.126 1.286 0.206
O 1.208 -3.846 -3.098 -0.380
H 0.440 -3.232 -3.105 0.436
H 1.999 -3.410 -3.483 0.445
H 1.002 -4.703 -3.524 0.464
```

Calculated values
highest occupied orbital energy = -11.65 eV
frontier orbital gap = 6.613 eV
2S+1 = 1
calculated total energy = -3514.059016 Eh
strongest force on any atom = 1.034 eV/Å
charge = +1



# 3
Molecular formula: C5H10N
Method: DFT, ωB97M-V with the def2-TZVPD basis set

```
16
Properties=species:S:1:pos:R:3:nbo_charge:R:1
C 0.137 0.876 1.266 -0.369
C -0.098 1.282 -0.920 -0.378
C 0.709 0.386 -0.037 -0.022
C -0.750 0.457 0.193 0.053
C 1.610 -0.687 -0.370 -0.630
N -1.708 -0.705 -0.018 -0.654
H 0.157 0.086 2.046 0.223
H 0.386 1.925 1.490 0.249
H 0.156 2.376 -0.998 0.253
H -0.174 0.789 -1.910 0.209
H 1.143 -1.205 -1.311 0.208
H 1.584 -1.504 0.312 0.229
H 2.702 -0.263 -0.484 0.274
H -1.179 -1.505 -0.077 0.431
H -2.057 -0.645 -0.970 0.459
H -2.412 -0.745 0.731 0.466
```

Calculated values
highest occupied orbital energy = -13.92 eV
frontier orbital gap = 10.041 eV
relative energy (zero: lowest compared OMol25 entry of this formula, charge and spin) = 69.05 kcal per mole
2S+1 = 1
calculated total energy = -250.895259 Eh
strongest force on any atom = 3.409 eV/Å
SMILES string = C[C@]12C[C@]1([NH3+])C2
charge = +1



# 4
Molecular formula: C2H9NS
Method: DFT, ωB97M-V with the def2-TZVPD basis set

```
13
Properties=species:S:1:pos:R:3:nbo_charge:R:1
S -1.774 2.213 0.662 -1.061
H -2.285 2.681 -0.503 0.098
C 0.128 -2.337 -0.238 -0.643
C 1.453 -1.805 -0.763 -0.207
N 1.819 -0.386 -0.233 -0.691
H 0.321 -3.415 -0.320 0.237
H -0.013 -2.165 0.826 0.236
H -0.752 -1.952 -0.753 0.262
H 2.321 -2.391 -0.428 0.203
H 1.666 -1.779 -1.834 0.226
H 2.762 -0.401 0.152 0.425
H 1.220 -0.185 0.575 0.462
H 1.748 0.281 -0.997 0.453
```

Calculated values
highest occupied orbital energy = -5.53 eV
frontier orbital gap = 4.600 eV
relative energy (zero: lowest compared OMol25 entry of this formula, charge and spin) = 68.63 kcal per mole
2S+1 = 1
calculated total energy = -534.420305 Eh
strongest force on any atom = 1.811 eV/Å
charge = 0



# 5
Molecular formula: C2H10N4O2P2S2
Method: DFT, ωB97M-V with the def2-TZVPD basis set

```
22
Properties=species:S:1:pos:R:3:nbo_charge:R:1
C 1.084 -4.438 1.220 -0.262
C -0.798 3.752 0.025 -0.265
N -2.016 -0.128 -1.606 -0.794
N -1.138 -0.607 0.792 -0.830
N -2.038 1.322 -1.520 -0.915
N -0.858 0.784 0.805 -0.794
O 1.154 -3.175 0.558 -0.757
O -1.992 3.083 0.525 -0.788
P -2.514 -0.880 -0.139 1.361
P -2.137 1.612 -0.029 1.960
S -2.905 -2.688 -0.623 -0.491
S -3.778 0.623 0.896 -0.315
H 0.349 -4.257 2.118 0.185
H 2.051 -4.955 1.326 0.180
H 0.469 -5.147 0.715 0.173
H -1.135 4.851 -0.144 0.213
H -0.369 3.224 -0.784 0.218
H -0.092 3.756 0.888 0.191
H -2.556 -0.376 -2.530 0.419
H -0.419 -1.243 1.137 0.451
H 0.982 -3.204 -0.412 0.484
H -0.766 1.190 1.773 0.377
```

Calculated values
highest occupied orbital energy = -8.22 eV
frontier orbital gap = 8.568 eV
relative energy (zero: lowest compared OMol25 entry of this formula, charge and spin) = 56.82 kcal per mole
2S+1 = 1
calculated total energy = -1930.723039 Eh
strongest force on any atom = 3.604 eV/Å
charge = 0



# 6
Molecular formula: C2H11N2O2
Method: DFT, ωB97M-V with the def2-TZVPD basis set

```
17
Properties=species:S:1:pos:R:3:nbo_charge:R:1
C 0.481 0.648 1.816 0.213
C 1.562 -0.260 1.932 0.043
N 1.337 -1.672 1.507 -0.719
N 0.110 1.265 0.700 -0.549
H -0.118 1.147 2.606 0.310
H 2.615 -0.025 2.009 0.291
H 2.024 -2.387 1.804 0.501
H 0.440 -1.926 1.942 0.474
H 1.331 -1.811 0.482 0.480
H 0.744 1.433 -0.084 0.463
H -0.910 1.226 0.577 0.492
H 1.181 -2.242 -6.872 0.484
H 0.719 -1.594 -5.494 0.461
O 0.573 -2.305 -6.146 -0.945
H -3.942 3.581 1.070 0.487
H -4.456 2.254 0.861 0.481
O -3.689 2.667 1.290 -0.966
```

Calculated values
highest occupied orbital energy (spin up / spin down) = -15.24 / -15.24 eV
frontier orbital gap (spin up / spin down) = 3.563 / 3.402 eV
relative energy (zero: lowest compared OMol25 entry of this formula, charge and spin) = 87.15 kcal per mole
2S+1 = 2
calculated total energy = -341.962881 Eh
strongest force on any atom = 4.168 eV/Å
charge = +2



What is the formula in the second record?
C13H24B3BrNO4



Which value of charge does entry 1 give?
-1